## 1
DFT (ωB97M-V/def2-TZVPD) results for a structure of composition C52H44ClCsN3O5P.

Output
**Frontier orbital gap**: 4.15 eV
**E_HOMO**: -0.50 eV
**Total charge**: -2
**Lowest unoccupied orbital energy**: 3.65 eV

Cartesian coordinates (Å):
Cs (-0.75773, 0.84357, 0.32869)
C (-1.71896, 4.11491, 0.74728)
C (-1.42045, 4.46146, 2.16957)
C (-1.80068, 5.69129, 2.71146)
C (-1.49288, 5.97165, 4.02752)
C (-0.77471, 5.03977, 4.76163)
C (-0.41682, 3.84830, 4.14082)
N (-0.76402, 3.55224, 2.89164)
C (0.47261, 2.86709, 4.83305)
C (1.49331, 3.33430, 5.65993)
C (2.35810, 2.41671, 6.22697)
C (2.18373, 1.07403, 5.94879)
C (1.13304, 0.69340, 5.11465)
N (0.29401, 1.57488, 4.57682)
C (0.95994, -0.74445, 4.74382)
C (1.34701, -1.76001, 5.61300)
C (1.25712, -3.07231, 5.17557)
C (0.79560, -3.32305, 3.89768)
C (0.39360, -2.24844, 3.10378)
C (-0.12813, -2.45498, 1.71963)
N (0.46740, -0.98674, 3.53347)
H (-1.70149, 4.99612, 0.10900)
H (-2.69999, 3.64224, 0.64451)
H (-0.95385, 3.43219, 0.38488)
H (-2.32596, 6.40530, 2.09064)
H (-1.79293, 6.91093, 4.47718)
H (-0.50419, 5.22885, 5.79207)
H (1.63295, 4.39606, 5.80876)
H (3.18116, 2.74706, 6.84891)
H (2.87594, 0.33632, 6.32986)
H (1.70376, -1.53323, 6.60879)
H (1.56264, -3.88746, 5.81979)
H (0.74549, -4.32715, 3.49719)
H (-0.12748, -3.49893, 1.41179)
H (0.47646, -1.89364, 1.00591)
H (-1.15083, -2.07789, 1.64930)
O (-4.22418, 2.94551, -1.26259)
C (-3.45840, 2.05317, -1.65084)
O (-2.95678, 1.12307, -0.95723)
C (-3.02475, 2.08375, -3.12281)
C (-3.39495, 3.19875, -3.86685)
C (-3.04286, 3.32910, -5.20018)
C (-2.31377, 2.31834, -5.80803)
C (-1.94763, 1.19627, -5.07896)
C (-2.28361, 1.05637, -3.73044)
P (-1.74406, -0.42983, -2.76120)
C (-3.31572, -1.38672, -2.69410)
C (-4.48476, -0.99642, -3.34378)
C (-5.63953, -1.76159, -3.24556)
C (-5.63687, -2.93422, -2.50367)
C (-4.47271, -3.33523, -1.86207)
C (-3.31921, -2.56767, -1.94990)
C (-0.82560, -1.36978, -4.05538)
C (-1.33340, -2.44190, -4.78225)
C (-0.52306, -3.15294, -5.65933)
C (0.80610, -2.79607, -5.83171)
C (1.32525, -1.72572, -5.11331)
C (0.51798, -1.03164, -4.22669)
H (-3.96945, 3.95766, -3.35183)
H (-3.33393, 4.21110, -5.75921)
H (-2.02794, 2.39539, -6.85100)
H (-1.38776, 0.41425, -5.57436)
H (-4.50071, -0.08251, -3.92348)
H (-6.54341, -1.43690, -3.74814)
H (-6.53881, -3.53074, -2.42442)
H (-4.45630, -4.25146, -1.28368)
H (-2.40259, -2.89966, -1.46887)
H (-2.36758, -2.73555, -4.65192)
H (-0.93299, -3.99632, -6.20299)
H (1.43970, -3.35766, -6.50801)
H (2.36677, -1.44815, -5.22360)
H (0.93844, -0.21969, -3.64105)
C (2.59615, 1.43939, -0.05891)
C (2.12880, 2.74056, -0.14829)
C (2.09834, 3.64427, 0.97184)
C (1.67640, 4.94882, 0.85743)
C (1.21149, 5.47866, -0.35280)
C (1.16310, 4.60892, -1.44724)
C (1.58520, 3.29913, -1.35988)
H (2.98733, 1.05008, 0.87455)
H (2.65121, 0.80807, -0.93851)
H (2.44120, 3.27587, 1.93488)
H (1.69178, 5.57890, 1.74468)
H (0.86894, 6.50336, -0.42794)
H (0.77181, 4.96433, -2.39671)
H (1.53996, 2.66577, -2.24209)
C (3.67732, -2.05976, 0.01304)
C (3.53832, -3.37216, 0.73007)
C (3.89360, -3.45750, 2.07689)
C (3.84675, -4.66431, 2.74365)
Cl (4.37340, -4.74837, 4.41623)
C (3.41829, -5.81803, 2.10956)
C (3.04347, -5.73928, 0.78094)
C (3.10854, -4.53663, 0.08295)
O (2.86403, -4.58663, -1.26041)
C (1.74159, -3.82589, -1.74534)
C (0.41174, -4.10066, -1.01420)
O (0.35024, -5.09937, -0.27302)
O (-0.45377, -3.22137, -1.22520)
H (4.38953, -1.41306, 0.52474)
H (2.73137, -1.51650, -0.02713)
H (4.01527, -2.21130, -1.01256)
H (4.23685, -2.56955, 2.59367)
H (3.37245, -6.75424, 2.64976)
H (2.66621, -6.60117, 0.25008)
H (1.63059, -4.11978, -2.78902)
H (1.93880, -2.75532, -1.72058)

Here are the Löwdin charges for atoms 1 to 99, given in e: 1.060, -0.063, -0.302, -0.026, -0.077, -0.043, -0.222, 0.183, -0.208, -0.027, -0.069, -0.026, -0.203, 0.199, -0.222, -0.038, -0.084, -0.024, -0.297, -0.054, 0.177, 0.087, 0.079, -0.030, 0.110, 0.097, 0.099, 0.104, 0.101, 0.102, 0.098, 0.093, 0.117, 0.065, 0.044, 0.077, -0.023, -0.673, -0.411, -0.137, -0.034, -0.099, -0.102, -0.088, -0.287, 1.078, -0.349, -0.079, -0.102, -0.116, -0.086, -0.080, -0.381, -0.075, -0.095, -0.114, -0.099, -0.113, 0.108, 0.089, 0.091, 0.090, 0.101, 0.091, 0.087, 0.098, 0.074, 0.101, 0.093, 0.089, 0.097, 0.103, -0.155, -0.447, -0.103, -0.165, -0.183, -0.156, -0.112, 0.010, 0.006, 0.090, 0.087, 0.066, 0.088, 0.089, -0.030, -0.175, -0.078, -0.677, 0.608, -0.119, -0.001, -0.252, -0.050, -0.083, -0.686, -0.022, -0.065

***

## 2
DFT (ωB97M-V/def2-TZVPD) results for a structure of composition C52H44ClCsN3O5P.

Output
**Frontier orbital gap**: 3.70 eV
**E_HOMO**: -0.07 eV
**Total charge**: -2
**Lowest unoccupied orbital energy**: 3.63 eV

Cartesian coordinates (Å):
Cs (0.14614, -0.43326, -0.76960)
C (0.03931, -3.36114, 2.65004)
C (0.74886, -2.29283, 3.42495)
C (0.53981, -2.14547, 4.79832)
C (1.22679, -1.16420, 5.48552)
C (2.11445, -0.35698, 4.79148)
C (2.25904, -0.56446, 3.42402)
N (1.58865, -1.50066, 2.75692)
C (3.20876, 0.28504, 2.64214)
C (4.47278, 0.56820, 3.15514)
C (5.31647, 1.37935, 2.41712)
C (4.86989, 1.88703, 1.21106)
C (3.58955, 1.55248, 0.77314)
N (2.78241, 0.75729, 1.47603)
C (3.05959, 2.07618, -0.51910)
C (3.88166, 2.23213, -1.62210)
C (3.29668, 2.61931, -2.82253)
C (1.93867, 2.84333, -2.87107)
C (1.18607, 2.69636, -1.70038)
C (-0.30507, 2.81299, -1.72357)
N (1.74817, 2.32434, -0.55053)
H (0.67771, -4.24407, 2.56343)
H (-0.15650, -3.03156, 1.62949)
H (-0.89140, -3.64848, 3.14116)
H (-0.17438, -2.78607, 5.29974)
H (1.06493, -1.01815, 6.54707)
H (2.65823, 0.43778, 5.28477)
H (4.78432, 0.14434, 4.10067)
H (6.30837, 1.61820, 2.78174)
H (5.48806, 2.54573, 0.61624)
H (4.93300, 1.98145, -1.56826)
H (3.89512, 2.69020, -3.72275)
H (1.42915, 3.05062, -3.80174)
H (-0.64629, 3.72087, -2.22248)
H (-0.72466, 2.76678, -0.71914)
H (-0.68615, 1.97051, -2.31269)
O (-3.41927, 2.31326, 0.22752)
C (-3.25247, 1.08854, 0.25664)
O (-2.29662, 0.44146, 0.77004)
C (-4.33154, 0.21405, -0.40009)
C (-5.41600, 0.84474, -0.99931)
C (-6.45087, 0.11517, -1.56197)
C (-6.40190, -1.27180, -1.53084)
C (-5.31628, -1.91189, -0.95035)
C (-4.26732, -1.18510, -0.38361)
P (-2.81928, -2.00508, 0.42845)
C (-3.38301, -1.86047, 2.17829)
C (-4.63359, -2.29742, 2.60869)
C (-5.01891, -2.16172, 3.93518)
C (-4.15621, -1.57276, 4.85060)
C (-2.91522, -1.11587, 4.42896)
C (-2.53443, -1.25726, 3.10167)
C (-3.18785, -3.78277, 0.07096)
C (-3.57507, -4.75541, 0.98891)
C (-3.64346, -6.09722, 0.62547)
C (-3.32939, -6.49082, -0.66504)
C (-2.92648, -5.53353, -1.59032)
C (-2.84436, -4.20267, -1.22024)
H (-5.41139, 1.92753, -0.99586)
H (-7.29112, 0.62382, -2.02193)
H (-7.20310, -1.86067, -1.96360)
H (-5.29109, -2.99393, -0.94001)
H (-5.31782, -2.74018, 1.89293)
H (-5.99739, -2.50475, 4.25110)
H (-4.45786, -1.45562, 5.88520)
H (-2.24432, -0.63060, 5.12808)
H (-1.58858, -0.85717, 2.76101)
H (-3.82318, -4.47088, 2.00451)
H (-3.94181, -6.83576, 1.36108)
H (-3.37879, -7.53598, -0.94629)
H (-2.65186, -5.82809, -2.59596)
H (-2.48821, -3.46995, -1.93920)
C (1.69042, -3.61236, -0.46074)
C (2.13645, -2.93720, -1.58537)
C (1.58428, -3.14489, -2.89752)
C (1.98419, -2.41555, -3.99280)
C (2.96947, -1.42374, -3.90996)
C (3.53026, -1.19932, -2.65154)
C (3.14327, -1.90988, -1.53372)
H (2.12474, -3.40155, 0.50826)
H (0.92638, -4.37920, -0.53277)
H (0.80707, -3.89606, -3.00975)
H (1.51030, -2.61519, -4.95003)
H (3.24017, -0.82336, -4.76848)
H (4.29035, -0.43058, -2.53926)
H (3.60134, -1.69099, -0.57193)
C (-3.93574, -1.06658, -4.45814)
C (-3.81824, 0.27022, -5.13170)
C (-4.74996, 1.26935, -4.86164)
C (-4.67013, 2.49761, -5.48894)
Cl (-5.88014, 3.71902, -5.14061)
C (-3.65979, 2.78190, -6.38839)
C (-2.71922, 1.80079, -6.65163)
C (-2.79421, 0.55484, -6.04208)
O (-1.87135, -0.37431, -6.43078)
C (-1.00921, -0.94533, -5.42068)
C (-0.65626, 0.05156, -4.29590)
O (-0.02622, 1.06817, -4.63280)
O (-1.06654, -0.25850, -3.14568)
H (-4.91168, -1.17368, -3.98652)
H (-3.16588, -1.15807, -3.68709)
H (-3.79578, -1.87553, -5.17855)
H (-5.54164, 1.07680, -4.14915)
H (-3.59990, 3.75568, -6.85523)
H (-1.88818, 1.98642, -7.31833)
H (-0.10038, -1.21487, -5.95602)
H (-1.46900, -1.84151, -5.00376)

Here are the Löwdin charges for atoms 1 to 99, given in e: 1.087, -0.040, -0.315, -0.045, -0.074, -0.034, -0.215, 0.194, -0.210, -0.031, -0.071, -0.023, -0.201, 0.198, -0.244, -0.047, -0.057, -0.014, -0.348, -0.057, 0.113, 0.088, 0.046, 0.073, 0.108, 0.099, 0.104, 0.105, 0.099, 0.104, 0.102, 0.106, 0.108, 0.087, 0.073, 0.042, -0.012, -0.652, -0.231, -0.114, -0.027, -0.110, -0.114, -0.101, -0.263, 1.077, -0.335, -0.107, -0.099, -0.109, -0.086, -0.097, -0.375, -0.096, -0.104, -0.114, -0.089, -0.106, 0.113, 0.094, 0.093, 0.093, 0.104, 0.092, 0.089, 0.096, 0.099, 0.084, 0.091, 0.089, 0.099, 0.108, -0.126, -0.480, -0.108, -0.152, -0.157, -0.162, -0.155, -0.002, 0.009, 0.090, 0.081, 0.071, 0.075, 0.088, -0.017, -0.165, -0.060, -0.664, 0.597, -0.120, 0.003, -0.253, -0.050, -0.091, -0.685, -0.009, -0.292

***

Taking the most stable structure as the zero point, the relative energies in eV are 1 0.112; 2 0.000.